{
  "formula": "C45H92Br2I3NO20S",
  "method": "ωB97M-V/def2-TZVPD",
  "total_energy_ha": -9768.22083,
  "orbital_gap_ev": 7.538,
  "e_homo_ev": -8.16,
  "lumo_ev": -0.62,
  "spin_multiplicity": 1,
  "elements": ["C", "C", "O", "O", "C", "C", "C", "C", "C", "C", "C", "C", "C", "C", "I", "C", "Br", "C", "C", "Br", "C", "N", "C", "C", "O", "I", "C", "O", "C", "C", "O", "I", "O", "S", "O", "O", "H", "H", "H", "H", "H", "H", "H", "H", "H", "H", "H", "H", "H", "H", "H", "H", "H", "H", "H", "H", "H", "H", "H", "H", "H", "H", "H", "H", "H", "H", "H", "H", "C", "O", "C", "C", "O", "C", "H", "H", "H", "H", "H", "H", "H", "H", "H", "H", "C", "O", "C", "C", "O", "C", "H", "H", "H", "H", "H", "H", "H", "H", "H", "H", "C", "O", "C", "C", "O", "C", "H", "H", "H", "H", "H", "H", "H", "H", "H", "H", "C", "O", "C", "C", "O", "C", "H", "H", "H", "H", "H", "H", "H", "H", "H", "H", "C", "O", "C", "C", "O", "C", "H", "H", "H", "H", "H", "H", "H", "H", "H", "H", "C", "O", "C", "C", "O", "C", "H", "H", "H", "H", "H", "H", "H", "H", "H", "H"],
  "coordinates": [[-0.6063, -1.4010, 4.9765], [-2.1416, -1.1840, 5.1445], [-2.8507, -2.0514, 4.7741], [-2.6441, -0.0195, 5.6971], [-2.0595, 1.1505, 5.0581], [-3.0285, 2.3793, 5.1586], [-3.8446, 2.6174, 3.8417], [-3.3449, 3.8270, 2.9786], [-2.3091, 3.4313, 1.8597], [-2.9661, 3.2547, 0.4284], [-3.2046, 1.6958, 0.2099], [-1.8570, 1.0774, -0.2031], [-1.6931, -0.4740, -0.4223], [-0.9036, -0.8917, -1.7373], [-0.0753, -2.9070, -1.2239], [0.4245, -0.0511, -2.0376], [1.8943, -1.2715, -2.6752], [1.1328, 0.7017, -0.8451], [2.5266, 1.2667, -1.3693], [1.5502, -0.3061, 0.7726], [-1.8947, -1.1368, -3.0457], [-2.0465, -2.5965, -3.1670], [-1.1539, -0.7756, -4.4009], [-1.9795, -1.0621, -5.6871], [-2.7117, -0.2877, -6.1532], [-1.8086, -2.9434, -6.7927], [-3.3156, -0.4868, -2.9418], [-4.2545, -1.0391, -3.8707], [-3.3624, 1.0571, -3.3305], [-4.8581, 1.4072, -3.7059], [-5.1545, 1.5279, -4.8234], [-6.4111, 1.7423, -2.2439], [-4.0579, -0.5997, -1.7100], [-3.3357, -1.2996, -0.4420], [-4.0656, -1.0778, 0.7896], [-3.2524, -2.7450, -0.5223], [-0.1583, -0.5960, 4.3550], [-0.3965, -2.3522, 4.4469], [-0.0700, -1.4521, 5.9453], [-1.0860, 1.3440, 5.5654], [-1.9035, 0.8817, 3.9884], [-2.5073, 3.2831, 5.5381], [-3.7703, 2.0830, 5.9388], [-3.8950, 1.6531, 3.2941], [-4.8894, 2.8590, 4.1516], [-2.7968, 4.5097, 3.6721], [-4.2067, 4.4061, 2.5851], [-1.5526, 4.2467, 1.7966], [-1.8025, 2.5065, 2.2166], [-3.9330, 3.8047, 0.4421], [-2.2781, 3.6738, -0.3399], [-3.4778, 1.3169, 1.2179], [-4.0484, 1.6155, -0.4995], [-1.5001, 1.5810, -1.1387], [-1.0999, 1.3695, 0.5628], [-1.1858, -0.8831, 0.4794], [0.3071, 0.7524, -2.7999], [0.6166, 1.6330, -0.5317], [2.7075, 2.2349, -0.8360], [3.3742, 0.6204, -1.0738], [2.5053, 1.5177, -2.4462], [-1.5510, -2.9975, -3.9508], [-2.9856, -2.9442, -3.0372], [-0.9007, 0.3077, -4.4604], [-0.2464, -1.4113, -4.5166], [-4.7096, -1.7701, -3.4137], [-3.1062, 1.7212, -2.4842], [-2.7908, 1.2927, -4.2435], [-6.4952, -8.1205, -1.7253], [-6.6103, -6.9624, -0.9156], [-5.4355, -6.1584, -0.9386], [-5.6051, -4.9555, -1.8464], [-5.7179, -5.3453, -3.2151], [-7.0580, -5.3241, -3.6797], [-7.4897, -8.5520, -1.8405], [-6.0996, -7.8860, -2.7168], [-5.8486, -8.8565, -1.2358], [-4.5639, -6.7500, -1.2355], [-5.2700, -5.8052, 0.0831], [-4.7127, -4.3278, -1.7666], [-6.4682, -4.3548, -1.5410], [-7.3841, -4.2898, -3.8361], [-7.7375, -5.8220, -2.9850], [-7.0921, -5.8486, -4.6352], [4.9410, -1.6500, 6.8908], [5.2044, -2.5743, 5.8468], [4.1623, -3.5351, 5.6964], [3.2646, -3.1961, 4.5211], [2.5285, -2.0001, 4.7566], [3.0802, -0.8798, 4.0849], [5.6471, -0.8248, 6.7969], [3.9261, -1.2493, 6.8326], [5.0917, -2.1309, 7.8628], [3.5808, -3.6262, 6.6190], [4.6420, -4.5004, 5.5051], [2.5331, -4.0004, 4.3944], [3.8453, -3.1195, 3.5961], [2.8534, -0.9367, 3.0148], [4.1606, -0.8101, 4.2280], [2.6172, 0.0200, 4.4922], [-5.5246, -3.3975, -7.2606], [-5.3287, -4.3535, -8.2912], [-6.4103, -5.2699, -8.4012], [-7.3222, -4.9149, -9.5616], [-8.0029, -3.6877, -9.3307], [-7.4230, -2.6011, -10.0350], [-4.7861, -2.6075, -7.3873], [-6.5215, -2.9517, -7.3022], [-5.3710, -3.8675, -6.2824], [-6.9746, -5.3210, -7.4647], [-5.9750, -6.2570, -8.5860], [-8.0882, -5.6912, -9.6567], [-6.7608, -4.8779, -10.5007], [-7.6777, -2.6664, -11.0981], [-6.3376, -2.5729, -9.9180], [-7.8398, -1.6780, -9.6324], [1.3007, 4.6349, 1.2630], [0.5401, 5.5179, 2.0691], [1.0745, 5.6596, 3.3809], [1.8479, 6.9570, 3.5275], [3.0262, 6.9506, 2.7317], [2.8795, 7.6948, 1.5305], [0.9750, 4.7554, 0.2286], [2.3702, 4.8513, 1.3183], [1.1171, 3.5978, 1.5703], [1.7021, 4.8012, 3.6407], [0.2253, 5.6765, 4.0713], [2.1670, 7.0594, 4.5696], [1.2168, 7.8169, 3.2818], [2.9054, 8.7670, 1.7527], [1.9515, 7.4491, 1.0094], [3.7170, 7.4543, 0.8782], [10.2749, -6.1781, 3.3154], [9.8271, -4.8595, 3.5849], [8.5351, -4.5993, 3.0491], [7.4645, -4.6674, 4.1227], [7.3115, -5.9933, 4.6186], [7.9486, -6.1824, 5.8719], [11.1457, -6.3731, 3.9414], [9.5080, -6.9224, 3.5428], [10.5721, -6.2648, 2.2650], [8.3079, -5.2872, 2.2284], [8.5581, -3.5842, 2.6408], [6.5048, -4.3806, 3.6807], [7.6808, -3.9702, 4.9376], [7.3643, -5.7028, 6.6644], [8.9663, -5.7863, 5.8751], [7.9919, -7.2535, 6.0697], [8.5436, 8.5928, -1.5723], [8.0743, 9.9079, -1.3215], [6.7911, 10.1488, -1.8850], [5.7000, 10.0749, -0.8324], [5.5522, 8.7523, -0.3279], [6.1677, 8.5798, 0.9398], [9.4037, 8.4130, -0.9274], [7.7814, 7.8407, -1.3550], [8.8632, 8.5024, -2.6157], [6.5885, 9.4525, -2.7048], [6.8097, 11.1610, -2.3003], [4.7462, 10.3476, -1.2956], [5.8945, 10.7816, -0.0195], [5.5619, 9.0598, 1.7152], [7.1805, 8.9872, 0.9588], [6.2192, 7.5111, 1.1490]],
  "forces_ev_per_angstrom": [[0.1, 0.6, 0.0], [1.8, 0.0, -0.1], [-1.5, -0.7, 0.0], [0.5, -0.1, -0.8], [0.3, 0.6, 0.2], [-0.4, -1.2, 0.2], [-0.5, 0.7, 0.6], [0.8, -0.4, 0.3], [-0.5, 1.1, -0.2], [0.5, -1.1, 1.3], [0.1, 1.7, 0.6], [0.4, 0.3, -0.7], [-0.2, 0.5, -0.4], [0.6, -0.7, 0.1], [-1.4, -0.6, 1.4], [0.4, 0.0, 1.4], [0.3, 1.7, -1.5], [1.3, 1.1, -1.2], [-0.2, 1.0, 1.1], [-0.4, 0.3, -0.2], [1.0, -2.0, -0.5], [-0.8, 0.8, -0.1], [0.1, 0.2, -0.1], [0.4, -0.6, 0.9], [-0.9, 1.3, -0.7], [0.4, 0.0, 0.4], [-1.6, 1.8, -1.7], [0.9, -0.5, 0.5], [-1.0, -0.1, 0.9], [1.5, -0.4, 0.7], [-0.6, 0.4, -1.6], [0.2, 0.0, 0.3], [1.4, -0.6, 1.2], [-0.6, -2.7, 3.6], [0.3, 2.3, -1.3], [0.8, 1.0, -2.3], [-0.2, -0.4, 0.5], [-0.5, 0.6, 0.4], [-0.4, 0.3, -0.5], [-0.5, 0.0, -0.5], [0.1, 0.4, 0.6], [-0.2, -0.5, -0.4], [0.6, 0.3, -0.4], [0.0, 0.6, 0.1], [0.7, -0.3, -0.3], [-0.6, -0.3, -0.4], [0.6, -0.4, 0.0], [-0.4, -0.6, 0.1], [-0.1, 0.5, -0.5], [0.7, -0.4, -0.3], [-0.6, -0.2, 0.3], [-0.2, 0.0, -1.0], [0.6, -0.6, 0.4], [-0.4, -0.3, 0.6], [-0.6, -0.3, -0.4], [-0.5, -0.1, -0.7], [0.0, -0.8, 0.3], [-0.2, -1.1, -0.2], [-0.2, -0.7, -0.3], [-0.6, 0.2, -0.6], [0.1, -0.4, 0.5], [-0.4, -0.1, 0.1], [0.3, -0.2, -0.1], [0.0, -0.8, -0.1], [-0.4, 0.6, 0.6], [0.2, 0.2, -0.3], [0.2, -0.5, -0.4], [-0.3, -0.2, 0.5], [-0.1, 0.0, 0.1], [0.1, -0.1, -0.3], [-0.3, 0.2, 0.3], [0.4, -0.1, -0.2], [-0.2, 0.0, 0.1], [0.1, 0.0, -0.1], [0.0, 0.0, 0.1], [0.0, 0.0, 0.0], [0.0, 0.0, -0.1], [0.0, 0.0, -0.1], [0.1, 0.0, 0.0], [0.0, 0.0, 0.1], [0.0, -0.1, 0.0], [-0.1, 0.0, 0.0], [0.0, 0.0, 0.0], [0.1, 0.0, 0.0], [0.2, 0.0, 0.0], [-0.3, 0.1, 0.1], [0.4, 0.0, -0.3], [-0.4, -0.1, 0.3], [0.3, 0.1, -0.1], [-0.2, 0.0, 0.0], [0.0, -0.1, 0.0], [0.0, 0.0, 0.0], [-0.1, 0.1, 0.1], [0.0, 0.1, 0.0], [0.0, 0.0, 0.0], [0.0, 0.0, 0.0], [0.0, 0.0, 0.1], [0.2, 0.0, 0.1], [0.0, 0.0, 0.0], [-0.1, -0.1, 0.0], [0.0, 0.0, 0.0], [-0.2, 0.1, 0.1], [0.4, 0.0, -0.3], [-0.4, 0.0, 0.3], [0.3, 0.0, -0.1], [-0.1, 0.0, 0.0], [0.0, -0.1, 0.0], [0.0, -0.1, 0.0], [-0.1, 0.1, 0.1], [0.0, 0.1, 0.0], [0.0, 0.0, 0.0], [0.0, 0.0, 0.0], [0.1, 0.0, 0.1], [0.1, 0.0, 0.0], [0.0, 0.0, 0.0], [-0.1, -0.1, 0.0], [-0.1, 0.0, 0.0], [0.3, -0.1, 0.0], [-0.4, 0.3, 0.0], [0.4, -0.2, 0.1], [-0.3, 0.0, -0.2], [0.2, 0.0, 0.0], [-0.1, 0.0, 0.1], [0.0, 0.0, 0.0], [0.1, -0.1, 0.0], [0.1, 0.1, 0.0], [0.0, 0.0, 0.0], [-0.1, 0.0, 0.0], [0.0, -0.1, 0.0], [-0.1, 0.0, -0.1], [0.0, 0.0, 0.1], [0.0, 0.0, 0.1], [0.1, 0.1, 0.0], [-0.1, -0.3, 0.0], [0.2, 0.3, 0.3], [-0.2, -0.3, -0.3], [0.2, 0.1, 0.1], [-0.1, -0.1, 0.0], [0.0, 0.1, 0.0], [0.0, 0.0, 0.0], [0.0, -0.1, 0.0], [0.0, 0.0, 0.1], [0.0, 0.0, 0.0], [0.0, 0.1, 0.0], [0.0, 0.0, -0.1], [0.1, 0.0, 0.1], [0.0, 0.0, 0.0], [-0.1, 0.0, -0.1], [0.1, 0.1, 0.0], [-0.2, -0.3, 0.0], [0.2, 0.3, 0.3], [-0.2, -0.3, -0.3], [0.2, 0.1, 0.1], [-0.1, -0.1, 0.0], [0.0, 0.1, 0.0], [0.0, 0.0, 0.0], [0.0, -0.1, 0.0], [0.0, 0.0, 0.1], [0.0, 0.0, 0.0], [0.0, 0.1, 0.0], [0.1, 0.0, 0.0], [0.1, 0.0, 0.1], [0.0, 0.0, 0.0], [-0.1, 0.0, 0.0]]
}